DFT (the ωB97M-V functional and the def2-TZVPD basis) results for 6 unconnected molecules or ions with the total composition C46H91N5O8 in a non-equilibrium geometry.

The HOMO-LUMO gap is 0.059 Ha. As for the total charge: +4.

Last columns: bonded neighbours and bond lengths (Å).
Element x y z (Å)
1 C -1.5951 4.1428 -9.5530  C2 1.547, H12 1.090, H13 1.090, H14 1.090
2 C -0.4773 3.6041 -8.6285  C1 1.547, C3 1.627, N7 1.540, C11 1.545
3 C -1.1730 3.2777 -7.1948  C2 1.627, C4 1.576, H15 1.090, H16 1.090
4 C -0.3859 2.3158 -6.2265  C3 1.576, C5 1.550, H17 1.090, H18 1.090
5 C -0.0558 0.9795 -6.9400  C4 1.550, C6 1.578, H19 1.090, H20 1.090
6 C 0.6874 1.1445 -8.3223  C5 1.578, N7 1.545, C9 1.553, C10 1.535
7 N -0.0300 2.2287 -9.1576  C2 1.540, C6 1.545, O8 1.429
8 O 0.2127 2.1918 -10.5650  N7 1.429
9 C 0.6021 -0.2518 -8.9976  C6 1.553, H21 1.090, H22 1.090, H23 1.090
10 C 2.1514 1.5546 -8.1128  C6 1.535, H24 1.090, H25 1.090, H26 1.090
11 C 0.7515 4.5318 -8.5018  C2 1.545, H27 1.090, H28 1.090, H29 1.090
12 H -1.9809 5.0666 -9.1219  C1 1.090
13 H -2.5312 3.5873 -9.6090  C1 1.090
14 H -1.1864 4.3715 -10.5373  C1 1.090
15 H -2.1703 2.8429 -7.2618  C3 1.090
16 H -1.3646 4.2296 -6.6994  C3 1.090
17 H -1.0356 2.1084 -5.3762  C4 1.090
18 H 0.5204 2.6666 -5.7328  C4 1.090
19 H -1.1051 0.7347 -7.1045  C5 1.090
20 H 0.4383 0.2274 -6.3249  C5 1.090
21 H 0.9817 -0.2191 -10.0188  C9 1.090
22 H -0.4233 -0.5679 -9.1894  C9 1.090
23 H 0.9092 -1.1182 -8.4119  C9 1.090
24 H 2.2072 2.4173 -7.4489  C10 1.090
25 H 2.6757 1.7453 -9.0492  C10 1.090
26 H 2.7534 0.7568 -7.6778  C10 1.090
27 H 0.4053 5.5608 -8.5992  C11 1.090
28 H 1.5686 4.4084 -9.2125  C11 1.090
29 H 1.2983 4.4992 -7.5594  C11 1.090
30 C -5.2873 0.8568 4.4877  C31 1.572, H41 1.090, H42 1.090, H43 1.090
31 C -6.3423 1.1628 3.3634  C30 1.572, C32 1.527, N36 1.563, C40 1.576
32 C -6.1382 2.6160 2.9408  C31 1.527, C33 1.484, H44 1.090, H45 1.090
33 C -6.8603 2.9019 1.6764  C32 1.484, C34 1.537, H46 1.090, H47 1.090
34 C -6.3795 1.9093 0.6063  C33 1.537, C35 1.564, H48 1.090, H49 1.090
35 C -6.5662 0.3734 0.8338  C34 1.564, N36 1.504, C38 1.568, C39 1.590
36 N -5.9736 0.1825 2.2030  C31 1.563, C35 1.504, O37 1.444
37 O -5.8139 -1.2244 2.4851  N36 1.444
38 C -5.6509 -0.3974 -0.1788  C35 1.568, H50 1.090, H51 1.090, H52 1.090
39 C -8.0668 -0.0753 0.5588  C35 1.590, H53 1.090, H54 1.090, H55 1.090
40 C -7.8437 0.9206 3.7773  C31 1.576, H56 1.090, H57 1.090, H58 1.090
41 H -5.4844 1.4874 5.3547  C30 1.090
42 H -4.2384 0.7615 4.2071  C30 1.090
43 H -5.5651 -0.1054 4.9179  C30 1.090
44 H -5.0627 2.6887 2.7796  C32 1.090
45 H -6.3267 3.3193 3.7519  C32 1.090
46 H -6.7280 3.9487 1.4028  C33 1.090
47 H -7.9417 2.8122 1.7800  C33 1.090
48 H -5.3246 2.1616 0.4985  C34 1.090
49 H -6.7822 2.1441 -0.3789  C34 1.090
50 H -4.5972 -0.3674 0.0985  C38 1.090
51 H -5.9297 -0.0349 -1.1683  C38 1.090
52 H -5.8916 -1.4531 -0.3035  C38 1.090
53 H -8.8293 0.6824 0.7391  C39 1.090
54 H -8.3100 -0.9011 1.2274  C39 1.090
55 H -8.1945 -0.2446 -0.5103  C39 1.090
56 H -8.1335 -0.0679 4.1334  C40 1.090
57 H -8.5333 1.1697 2.9707  C40 1.090
58 H -7.9442 1.5986 4.6249  C40 1.090
59 C 2.1945 10.3594 3.1674  C60 1.554, H70 1.090, H71 1.090, H72 1.090
60 C 0.8518 9.8414 2.5802  C59 1.554, C61 1.587, N65 1.523, C69 1.539
61 C -0.3100 10.5123 3.4279  C60 1.587, C62 1.564, H73 1.090, H74 1.090
62 C -1.7581 10.2365 2.9046  C61 1.564, C63 1.516, H75 1.090, H76 1.090
63 C -1.7807 10.7465 1.4770  C62 1.516, C64 1.565, H77 1.090, H78 1.090
64 C -0.6419 10.2740 0.5126  C63 1.565, N65 1.449, C67 1.572, C68 1.520
65 N 0.6539 10.3453 1.1563  C60 1.523, C64 1.449, O66 1.379
66 O 1.7586 10.7816 0.4556  N65 1.379
67 C -0.6847 11.2537 -0.7158  C64 1.572, H79 1.090, H80 1.090, H81 1.090
68 C -1.0265 8.8669 0.0853  C64 1.520, H82 1.090, H83 1.090, H84 1.090
69 C 0.8375 8.3031 2.6063  C60 1.539, H85 1.090, H86 1.090, H87 1.090
70 H 3.1215 10.1264 2.6434  C59 1.090
71 H 2.2247 9.9091 4.1595  C59 1.090
72 H 2.1709 11.4487 3.1985  C59 1.090
73 H -0.0215 11.5359 3.6668  C61 1.090
74 H -0.2661 10.0863 4.4302  C61 1.090
75 H -2.5063 10.7412 3.5158  C62 1.090
76 H -2.0319 9.1913 2.7606  C62 1.090
77 H -1.8325 11.8346 1.4406  C63 1.090
78 H -2.7059 10.3999 1.0167  C63 1.090
79 H -0.5108 12.3141 -0.5329  C67 1.090
80 H -1.6994 11.3350 -1.1055  C67 1.090
81 H -0.2440 10.7175 -1.5562  C67 1.090
82 H -1.8232 8.9771 -0.6504  C68 1.090
83 H -1.2694 8.2058 0.9171  C68 1.090
84 H -0.3017 8.3835 -0.5698  C68 1.090
85 H -0.1589 7.8944 2.7745  C69 1.090
86 H 1.4009 7.8629 3.4291  C69 1.090
87 H 1.1919 7.7405 1.7426  C69 1.090
88 C 6.0909 -4.1847 -1.2849  C89 1.631, H99 1.090, H100 1.090, H101 1.090
89 C 7.3420 -4.3928 -0.2596  C88 1.631, C90 1.569, N94 1.565, C98 1.551
90 C 8.0461 -5.7666 -0.5394  C89 1.569, C91 1.512, H102 1.090, H103 1.090
91 C 8.8075 -5.7441 -1.8452  C90 1.512, C92 1.581, H104 1.090, H105 1.090
92 C 9.8810 -4.5879 -1.7426  C91 1.581, C93 1.595, H106 1.090, H107 1.090
93 C 9.2457 -3.1363 -1.5585  C92 1.595, N94 1.493, C96 1.591, C97 1.550
94 N 8.2201 -3.1146 -0.4735  C89 1.565, C93 1.493, O95 1.405
95 O 8.0099 -1.9762 0.3228  N94 1.405
96 C 8.7108 -2.6358 -2.9709  C93 1.591, H108 1.090, H109 1.090, H110 1.090
97 C 10.3481 -2.1651 -1.0651  C93 1.550, H111 1.090, H112 1.090, H113 1.090
98 C 6.7590 -4.5416 1.1698  C89 1.551, H114 1.090, H115 1.090, H116 1.090
99 H 5.4925 -3.2953 -1.0876  C88 1.090
100 H 5.4020 -5.0236 -1.3830  C88 1.090
101 H 6.5201 -4.1051 -2.2837  C88 1.090
102 H 7.3132 -6.5729 -0.5690  C90 1.090
103 H 8.6308 -6.0203 0.3449  C90 1.090
104 H 8.1894 -5.6190 -2.7342  C91 1.090
105 H 9.3304 -6.6888 -1.9939  C91 1.090
106 H 10.7100 -4.7099 -2.4397  C92 1.090
107 H 10.5232 -4.7874 -0.8847  C92 1.090
108 H 8.1751 -3.3174 -3.6317  C96 1.090
109 H 9.5606 -2.2473 -3.5320  C96 1.090
110 H 8.1608 -1.7077 -2.8156  C96 1.090
111 H 10.1880 -1.0984 -1.2223  C97 1.090
112 H 11.2231 -2.3789 -1.6789  C97 1.090
113 H 10.6320 -2.3186 -0.0240  C97 1.090
114 H 7.4651 -4.1695 1.9121  C98 1.090
115 H 6.5092 -5.5523 1.4926  C98 1.090
116 H 5.8346 -3.9734 1.2735  C98 1.090
117 C -1.5195 -10.8625 2.8619  C118 1.544, H128 1.090, H129 1.090, H130 1.090
118 C -2.1635 -10.1125 4.0481  C117 1.544, C119 1.553, N123 1.548, C127 1.589
119 C -2.7128 -11.1449 5.0701  C118 1.553, C120 1.554, H131 1.090, H132 1.090
120 C -2.9817 -10.5954 6.4985  C119 1.554, C121 1.541, H133 1.090, H134 1.090
121 C -1.7710 -9.8384 7.0784  C120 1.541, C122 1.531, H135 1.090, H136 1.090
122 C -1.2579 -8.7034 6.1882  C121 1.531, N123 1.513, C125 1.628, C126 1.570
123 N -1.1340 -9.2080 4.7673  C118 1.548, C122 1.513, O124 1.381
124 O -0.3286 -8.4818 3.9129  N123 1.381
125 C 0.2277 -8.2889 6.7078  C122 1.628, H137 1.090, H138 1.090, H139 1.090
126 C -2.2218 -7.4664 6.2628  C122 1.570, H140 1.090, H141 1.090, H142 1.090
127 C -3.3660 -9.2514 3.4666  C118 1.589, H143 1.090, H144 1.090, H145 1.090
128 H -1.1996 -10.2217 2.0403  C117 1.090
129 H -2.2165 -11.5866 2.4400  C117 1.090
130 H -0.7116 -11.4533 3.2936  C117 1.090
131 H -1.8929 -11.8483 5.2151  C119 1.090
132 H -3.4999 -11.7564 4.6289  C119 1.090
133 H -3.1171 -11.4101 7.2099  C120 1.090
134 H -3.9166 -10.0420 6.5868  C120 1.090
135 H -1.0601 -10.6308 7.3129  C121 1.090
136 H -1.9001 -9.5023 8.1073  C121 1.090
137 H 0.8696 -9.1423 6.4896  C125 1.090
138 H 0.2730 -8.1939 7.7927  C125 1.090
139 H 0.6533 -7.4237 6.1994  C125 1.090
140 H -1.7634 -6.7172 5.6173  C126 1.090
141 H -2.2463 -7.0978 7.2883  C126 1.090
142 H -3.2528 -7.6319 5.9500  C126 1.090
143 H -4.0591 -8.8966 4.2294  C127 1.090
144 H -3.9650 -9.8393 2.7710  C127 1.090
145 H -2.9300 -8.4258 2.9042  C127 1.090
146 O 2.4389 0.6792 1.2867  C147 1.361, H150 0.960
147 C 1.1726 0.4578 1.7324  O146 1.361, O148 1.239, O149 1.233
148 O 0.4343 1.4516 1.6920  C147 1.239
149 O 0.8277 -0.6427 2.1682  C147 1.233
150 H 2.2285 1.5723 1.0043  O146 0.960